Version P
Molecular formula: C27H41N7O2ReS
Method: DFT, the ωB97M-V functional and the def2-TZVPD basis

Output
LUMO level (spin up / spin down) (eV): 0.3 / 0.3
Kohn-Sham gap (spin up / spin down) (eV): 6.60 / 6.18
2S+1: 2
Net charge: 0

Last column: Löwdin charge in e.
Atoms and positions in Å:
Re 1.594 0.414 0.595  1.215
S 1.422 -0.548 2.729  0.696
O 3.587 0.023 0.097  -0.216
O 5.125 -1.560 -0.335  0.072
N 1.891 2.421 0.314  -0.093
N -0.964 -0.862 3.983  -0.042
N 1.464 0.416 -1.611  0.025
N -0.028 1.306 1.401  -0.240
N -0.875 0.731 2.342  -0.008
N -0.157 1.578 -2.851  -0.058
N 1.614 -1.765 0.070  -0.030
C -2.561 -3.690 -0.612  -0.049
C 3.147 -3.580 -0.178  0.009
C -2.490 1.105 -2.109  -0.070
C 1.923 0.913 -3.930  0.015
C 2.865 -2.235 -0.051  -0.179
C 0.869 4.603 0.091  -0.034
C 1.030 0.967 -2.714  -0.365
C 0.046 -0.717 6.252  -0.090
C -0.795 -1.958 0.097  -0.101
C -1.189 1.460 -5.145  -0.066
C 3.089 4.201 -0.736  -0.083
C 3.004 2.915 -0.299  -0.130
C -0.251 -0.181 3.027  -0.779
C 2.083 -4.463 -0.194  -0.027
C -0.242 2.635 1.218  -0.317
C -1.438 3.354 1.751  -0.038
C -2.056 -2.752 0.490  -0.581
C -0.515 2.306 -4.071  -0.201
C -0.331 -1.593 5.066  -0.300
C 0.790 -3.970 -0.111  -0.001
C -3.138 -1.690 0.722  -0.054
C -1.117 1.651 -1.749  -0.197
C -1.853 -3.508 1.808  -0.036
C 0.814 3.253 0.542  -0.250
C 1.982 5.066 -0.536  -0.092
C 0.564 -2.606 0.022  -0.219
C 3.993 -1.199 -0.091  -0.579
H -1.509 -2.820 2.585  0.068
H -1.129 -4.318 1.731  0.073
H -4.077 -2.160 1.024  0.087
H -1.191 2.696 -1.436  0.120
H -2.331 3.207 1.132  0.077
H -0.969 -1.464 -0.868  0.123
H -3.034 1.751 -2.800  0.070
H -0.047 -4.646 -0.143  0.090
H -1.692 3.001 2.748  0.067
H 3.808 2.201 -0.417  0.099
H -0.573 0.606 -5.428  0.065
H 0.367 2.804 -4.470  0.110
H 0.557 -2.077 4.663  0.071
H 4.180 -3.884 -0.265  0.123
H 0.498 -1.310 7.050  0.072
H -1.360 2.059 -6.041  0.081
H 3.994 4.542 -1.218  0.096
H -2.800 -3.944 2.137  0.088
H -0.693 -1.140 0.814  0.062
H -0.832 -0.216 6.665  0.070
H -3.089 1.014 -1.201  0.071
H -1.844 -0.414 4.190  0.132
H -3.545 -4.082 -0.340  0.085
H -2.672 -3.152 -1.558  0.085
H -2.831 -0.987 1.502  0.072
H 2.024 6.093 -0.877  0.099
H 0.762 0.048 5.947  0.069
H 1.402 0.548 -4.813  0.073
H 0.013 5.246 0.247  0.101
H -3.329 -1.118 -0.190  0.069
H 2.252 -5.529 -0.280  0.113
H -2.148 1.075 -4.805  0.060
H -2.413 0.113 -2.560  0.078
H 2.300 1.913 -4.154  0.096
H 2.337 -0.046 -1.843  0.054
H -1.918 -4.550 -0.796  0.064
H -1.184 3.108 -3.755  0.124
H -1.004 -2.397 5.373  0.110
H 2.777 0.270 -3.738  0.090
H -0.708 1.095 -0.914  0.070
H -1.246 4.425 1.807  0.066

Version Q
Molecular formula: C27H41N7O2ReS
Method: DFT, the ωB97M-V functional and the def2-TZVPD basis

Output
LUMO level (spin up / spin down) (eV): -0.2 / -0.3
Kohn-Sham gap (spin up / spin down) (eV): 6.31 / 6.07
2S+1: 2
Net charge: 0

Last column: Löwdin charge in e.
Atoms and positions in Å:
Re -0.429 0.784 0.182  1.179
S -1.424 1.664 2.186  0.635
O -0.344 -1.155 1.018  -0.184
O -1.547 -2.967 1.532  0.051
N 1.157 0.485 -1.345  -0.007
N -0.208 -2.176 -1.810  0.129
N 1.273 1.102 1.229  -0.146
N -0.091 1.168 4.425  -0.024
N 1.252 1.111 2.600  0.030
N -2.435 -0.088 -0.323  -0.027
N -2.073 -3.199 -2.649  -0.091
C 2.427 1.045 0.638  -0.247
C 3.511 0.877 -1.588  -0.010
C -0.970 3.271 -1.854  -0.658
C -4.706 -0.189 -1.050  -0.055
C -3.777 -2.002 0.175  0.008
C 2.365 0.797 -0.803  -0.201
C -2.919 -4.358 -2.849  -0.224
C -0.928 -3.234 -1.885  -0.427
C -0.609 2.566 -0.561  -0.252
C 2.200 0.311 -3.491  -0.043
C 1.833 2.081 5.694  -0.092
C -1.245 2.377 -3.064  -0.068
C -2.450 -1.948 -3.287  -0.231
C 0.183 4.227 -2.208  -0.061
C -0.634 -4.519 -1.156  -0.005
C 3.429 0.639 -2.948  -0.052
C -4.856 -1.449 -0.490  -0.055
C -2.475 -5.289 -3.977  -0.071
C 1.100 0.236 -2.653  -0.151
C -2.211 4.134 -1.555  -0.062
C -3.485 0.451 -0.946  -0.121
C 1.001 0.858 5.328  -0.248
C -1.410 -1.877 1.005  -0.614
C 0.039 1.267 3.091  -0.746
C -2.071 -1.856 -4.760  -0.069
C -2.590 -1.292 0.246  -0.195
C 3.735 1.154 1.348  -0.018
H -5.518 0.301 -1.568  0.109
H 0.135 -0.075 -3.015  0.080
H -3.114 -6.174 -4.006  0.075
H -1.725 1.436 -2.789  0.050
H -3.335 1.434 -1.369  0.087
H -1.943 -1.149 -2.747  0.073
H -2.310 -0.860 -5.141  0.072
H -5.797 -1.979 -0.560  0.109
H -1.026 1.252 4.782  0.110
H -1.396 -4.693 -0.396  0.079
H 2.597 1.818 6.428  0.069
H -0.038 4.762 -3.135  0.086
H 0.593 -2.305 -1.202  0.058
H -0.320 2.138 -3.588  0.064
H 4.313 0.700 -3.569  0.110
H -1.446 -5.619 -3.836  0.065
H 2.325 2.477 4.806  0.059
H 3.561 1.279 2.412  0.063
H -1.887 2.903 -3.775  0.085
H -3.084 3.533 -1.301  0.067
H -2.601 -2.585 -5.374  0.058
H 0.339 4.962 -1.417  0.083
H 0.569 0.407 6.223  0.113
H 1.631 0.108 4.849  0.108
H -3.815 -2.967 0.660  0.123
H 0.319 -4.428 -0.641  0.087
H -2.998 -4.921 -1.917  0.108
H -0.601 -5.379 -1.825  0.071
H -2.020 4.804 -0.714  0.085
H -2.461 4.741 -2.430  0.084
H -1.000 -2.023 -4.876  0.075
H -0.436 3.375 0.163  0.033
H 4.334 0.256 1.183  0.093
H 2.084 0.095 -4.543  0.109
H -3.527 -1.809 -3.157  0.107
H 4.455 1.130 -1.130  0.106
H 4.304 2.009 0.976  0.087
H 1.113 3.668 -2.348  0.078
H 1.204 2.864 6.118  0.071
H -3.924 -3.989 -3.068  0.117
H -2.535 -4.793 -4.946  0.059

Q: Which of them is the least stable? A: version Q.

Version P
Molecular formula: C2H2ClNO3
Method: DFT, the ωB97M-V functional and the def2-TZVPD basis

Output
LUMO level (spin up / spin down) (eV): 5.5 / 5.5
Kohn-Sham gap (spin up / spin down) (eV): 6.34 / 6.34
2S+1: 1
Net charge: -2

Last column: Löwdin charge in e.
Atoms and positions in Å:
Cl 9.752 0.228 -0.026  -1.000
O -1.101 -1.154 -1.097  0.012
O -2.993 1.747 0.331  -0.467
O 0.604 -1.732 0.393  0.110
N -2.145 0.814 0.823  -0.233
C -0.156 -1.018 -0.135  -0.543
C -0.930 0.188 -0.418  -0.066
H -0.375 1.037 -0.969  0.126
H -2.655 -0.110 1.098  0.061

Version Q
Molecular formula: C2H2ClNO3
Method: DFT, the ωB97M-V functional and the def2-TZVPD basis

Output
LUMO level (spin up / spin down) (eV): 4.4 / 4.4
Kohn-Sham gap (spin up / spin down) (eV): 6.88 / 5.83
2S+1: 1
Net charge: -2

Last column: Löwdin charge in e.
Atoms and positions in Å:
Cl 13.821 0.564 -1.010  -1.000
O -3.160 0.791 1.702  -0.031
O -0.530 -2.012 -0.092  -0.176
O -2.617 2.051 -0.097  -0.071
N -0.753 -3.168 0.189  -0.002
C -1.612 0.228 -0.134  0.049
C -2.595 1.046 0.662  -0.837
H -1.959 -0.081 -1.107  0.033
H -0.593 0.582 -0.113  0.035

Q: Which of them is the least stable? A: version P.

Version P
Molecular formula: C37H52FGeN8S2SeSiTi
Method: DFT, the ωB97M-V functional and the def2-TZVPD basis

Output
LUMO level (spin up / spin down) (eV): -0.3 / -0.7
Kohn-Sham gap (spin up / spin down) (eV): 6.72 / 6.49
2S+1: 2
Net charge: 0

Last column: Löwdin charge in e.
Atoms and positions in Å:
Se -2.660 -2.270 -1.495  0.874
Ge -5.046 -4.089 -2.937  0.758
Ti 1.028 -0.233 0.469  0.840
S -1.191 -0.758 1.499  0.690
S -1.687 3.484 -0.321  0.593
Si 3.960 0.361 -1.248  0.439
F -0.368 0.137 -1.235  -0.097
N 2.250 0.004 -1.264  -0.149
N 0.668 -0.582 3.451  -0.006
N 1.767 -2.007 0.882  -0.104
N -3.417 1.985 -1.649  0.011
N 1.158 0.284 2.490  -0.171
N 1.443 1.946 0.622  0.031
N -3.412 1.727 0.634  0.001
N -0.981 -2.121 3.787  0.085
C 0.365 -5.422 0.621  -0.085
C 0.110 -5.523 -0.745  -0.116
C 4.506 0.628 0.535  -0.142
C -0.615 -0.087 -3.586  -0.035
C 1.370 -0.334 -4.891  -0.090
C -0.414 -1.160 3.009  -0.825
C 4.765 -2.087 3.095  -0.089
C -4.409 0.668 0.602  -0.192
C 0.206 -0.013 -2.494  -0.228
C -5.682 -4.404 -4.766  -0.225
C 5.300 -3.134 1.012  -0.091
C -2.811 -3.691 -0.185  -0.392
C 1.857 4.116 -0.271  -0.059
C 1.751 2.417 1.846  -0.254
C -0.015 -0.253 -4.828  -0.097
C 5.693 -2.715 2.276  -0.106
C 4.996 -1.004 -2.060  -0.173
C 1.527 1.440 2.896  -0.044
C 3.071 -2.261 1.382  -0.294
C 0.367 -4.441 -1.568  -0.094
C -6.267 -2.877 -1.998  -0.221
C -3.264 -3.255 -3.062  -0.592
C 2.163 -0.253 -3.755  -0.036
C -2.900 2.326 -0.453  -0.888
C 4.323 1.948 -2.206  -0.163
C 3.466 -1.867 2.662  -0.045
C 1.602 -0.086 -2.470  -0.348
C 2.149 3.725 2.066  0.000
C 1.160 -3.162 0.318  -0.308
C 0.896 -3.266 -1.043  -0.036
C 1.495 2.787 -0.409  -0.176
C 4.006 -2.911 0.572  -0.036
C 0.881 -4.254 1.149  -0.019
C -4.427 0.957 -1.853  -0.193
C -5.299 0.856 -0.613  -0.157
C -4.941 -5.810 -1.998  -0.219
C 2.201 4.588 0.984  -0.038
H -5.775 -2.459 -1.119  -0.009
H 4.034 2.831 -1.634  0.009
H -0.282 -6.444 -1.159  0.101
H 6.006 -3.634 0.361  0.104
H -3.927 -0.312 0.562  0.061
H 2.497 5.620 1.120  0.114
H -5.782 -6.441 -2.288  0.017
H -5.891 1.767 -0.505  0.122
H -3.281 -2.519 -3.869  0.007
H -3.842 -3.835 0.133  0.013
H -1.947 -2.342 3.620  0.080
H 3.236 -0.334 -3.861  0.085
H -3.960 -0.013 -2.052  0.035
H -1.688 -0.014 -3.453  0.098
H -4.020 -6.334 -2.256  0.019
H 2.744 -1.404 3.321  0.080
H -6.685 -4.830 -4.757  0.017
H -7.167 -3.405 -1.680  0.021
H -3.002 2.455 -2.435  0.114
H -4.967 -5.680 -0.917  0.009
H 1.138 -2.441 -1.702  0.098
H -2.506 -3.997 -3.323  0.011
H 1.570 1.679 3.952  0.138
H 1.088 -4.164 2.209  0.118
H 2.394 4.051 3.067  0.118
H -2.405 -4.608 -0.604  0.012
H 0.166 -6.265 1.272  0.102
H 4.877 1.648 0.670  0.037
H 3.807 1.982 -3.168  0.027
H -4.991 0.719 1.522  0.123
H 3.702 0.471 1.255  -0.004
H 5.439 -0.663 -3.000  0.026
H -5.024 1.231 -2.724  0.122
H 4.396 -1.890 -2.274  0.024
H -5.982 0.011 -0.708  0.103
H -6.565 -2.052 -2.647  0.020
H 5.305 -0.063 0.813  0.030
H -5.022 -5.098 -5.288  0.018
H -2.897 1.891 1.483  0.101
H -0.617 -0.318 -5.724  0.097
H 0.175 -4.506 -2.633  0.106
H 5.050 -1.771 4.092  0.100
H 5.810 -1.309 -1.401  0.021
H -0.647 -2.190 4.735  0.099
H 3.700 -3.241 -0.413  0.111
H 1.854 -0.467 -5.850  0.103
H -5.711 -3.472 -5.331  0.016
H -2.194 -3.385 0.657  -0.018
H 1.855 4.760 -1.138  0.118
H 6.704 -2.886 2.621  0.096
H 5.396 2.023 -2.404  0.034
H 1.230 2.375 -1.372  0.108

Version Q
Molecular formula: C37H52FGeN8S2SeSiTi
Method: DFT, the ωB97M-V functional and the def2-TZVPD basis

Output
LUMO level (spin up / spin down) (eV): -0.6 / -0.9
Kohn-Sham gap (spin up / spin down) (eV): 6.16 / 5.83
2S+1: 2
Net charge: 0

Last column: Löwdin charge in e.
Atoms and positions in Å:
Se 2.683 2.305 1.933  0.883
Ge 2.313 5.274 3.010  0.701
Ti -0.359 0.256 -0.803  0.973
S 2.559 -2.276 -0.070  0.667
S -1.232 2.871 -2.891  0.616
Si -1.800 -2.971 -0.585  0.365
F 0.883 0.084 0.953  -0.132
N 2.511 -4.927 -0.065  -0.001
N -2.147 0.865 -0.594  -0.085
N -0.946 -1.588 0.028  -0.135
N 2.306 -3.965 -2.133  0.022
N 0.260 3.234 -0.632  -0.017
N -1.231 4.861 -1.110  0.070
N 0.945 -0.194 -2.351  0.013
N 0.632 1.965 -0.946  -0.204
C -3.045 0.691 -1.657  -0.363
C 0.948 -1.020 -3.404  -0.113
C 2.551 -6.280 -0.621  -0.168
C -5.101 1.056 -2.854  -0.077
C -3.344 -0.192 -3.899  -0.087
C -2.177 2.003 2.944  -0.072
C -1.236 -4.528 0.278  -0.164
C 0.405 -0.381 3.257  -0.030
C -1.337 -1.934 3.758  -0.082
C 2.050 -1.226 -4.191  -0.063
C 3.550 4.032 2.131  -0.602
C -3.642 -2.829 -0.494  -0.155
C -4.320 1.239 -1.719  -0.035
C 1.717 -6.307 -1.885  -0.168
C 2.471 -3.798 -0.806  -0.841
C 2.051 0.566 -2.123  -0.253
C -0.681 3.667 -1.464  -0.891
C 1.018 5.839 1.688  -0.224
C 1.428 4.349 4.469  -0.229
C -4.123 0.668 2.571  -0.077
C -3.333 1.422 3.436  -0.092
C 4.197 1.310 1.224  -0.390
C 1.834 1.774 -1.334  -0.110
C 3.224 -0.552 -3.875  -0.036
C -0.825 -1.462 1.412  -0.324
C 3.351 6.761 3.699  -0.228
C 0.144 -0.609 1.940  -0.225
C 3.216 0.356 -2.840  -0.007
C -1.385 -3.336 -2.368  -0.164
C -1.579 -2.119 2.403  -0.042
C -4.626 0.340 -3.948  -0.098
C -2.574 -0.015 -2.765  -0.138
C -0.350 -1.065 4.200  -0.092
C 2.242 -5.253 -2.832  -0.167
C -2.589 1.080 0.745  -0.260
C -3.758 0.503 1.247  -0.039
C -1.804 1.830 1.612  -0.031
H 1.758 -7.291 -2.349  0.120
H -1.707 -4.370 -2.572  0.042
H -5.238 0.219 -4.836  0.097
H -0.763 5.418 -0.415  0.064
H -0.298 -3.286 -2.543  0.006
H -5.032 0.198 2.935  0.104
H 4.469 3.913 2.706  0.019
H -1.744 5.333 -1.826  0.065
H -0.136 -4.526 0.335  0.022
H 0.958 3.435 4.096  -0.015
H 2.150 4.069 5.242  0.026
H -0.914 2.318 1.239  0.087
H -1.614 -4.641 1.299  0.025
H 1.990 -1.891 -5.043  0.117
H 3.869 7.287 2.890  0.020
H 0.659 4.982 4.919  0.024
H 4.095 6.402 4.417  0.020
H 3.796 4.405 1.135  0.018
H 0.659 4.950 1.158  -0.018
H -1.937 -2.481 4.480  0.105
H 0.022 -1.531 -3.615  0.095
H 2.696 -4.777 0.911  0.118
H 1.582 -5.146 -3.690  0.119
H -2.943 -0.734 -4.750  0.106
H 2.695 7.476 4.211  0.021
H -0.171 -0.913 5.258  0.101
H 4.089 0.956 -2.604  0.127
H -4.687 1.836 -0.894  0.118
H 4.121 -0.713 -4.462  0.118
H 2.338 -3.121 -2.665  0.071
H 4.626 1.851 0.381  0.019
H 0.677 -6.080 -1.633  0.108
H 4.948 1.172 1.994  0.019
H -1.553 2.608 3.597  0.100
H 2.550 2.585 -1.318  0.135
H -4.115 -3.764 -0.830  0.041
H 3.579 -6.577 -0.845  0.120
H -3.990 -2.018 -1.147  0.027
H 3.229 -5.538 -3.202  0.119
H -3.622 1.557 4.474  0.101
H 2.156 -6.971 0.119  0.122
H 1.481 6.516 0.961  0.030
H 3.832 0.338 0.891  -0.016
H -4.375 -0.100 0.592  0.104
H -6.095 1.490 -2.886  0.103
H -1.555 -5.413 -0.294  0.033
H -2.381 -2.783 2.099  0.084
H -1.909 -2.682 -3.081  0.019
H 1.186 0.319 3.536  0.084
H 0.174 6.354 2.161  0.028
H -3.996 -2.617 0.524  0.026
H -1.555 -0.404 -2.737  0.053

Q: Which of them is the least stable? A: version Q.